C66H154F4O37P2Rb2 as an isolated structure. Source: OMol25; level of theory: the ωB97M-V functional and the def2-TZVPD basis.

Positions of all 265 atoms, in Å:
Rb 2.294009 -0.709015 -2.573012
Rb 3.927473 1.004562 3.131018
O 1.431547 -0.281028 2.319950
P 0.733559 -0.991717 1.223416
O 0.906587 -0.729405 -0.180767
F -0.800259 -1.056009 1.522904
F 0.938545 -2.551456 1.565881
O 5.045793 -0.000685 -1.435536
P 5.200359 1.302438 -0.748770
O 5.152442 1.479161 0.708558
F 4.340253 2.398835 -1.444189
F 6.597527 1.895055 -1.241499
C -1.527842 -6.656521 -3.464221
O -0.412060 -6.059966 -4.053741
C 0.653814 -6.950784 -4.204944
C 1.757004 -6.117633 -4.737298
O 2.710515 -7.113562 -5.054259
C 3.984756 -6.621692 -5.486493
C 5.041521 -7.676343 -5.259635
O 5.055724 -8.705890 -6.248400
C 5.634293 -8.344212 -7.442429
H -1.885902 -7.581318 -3.989789
H -2.317961 -5.924484 -3.420952
H -1.376859 -7.062704 -2.395779
H 0.493234 -7.809124 -4.857910
H 0.911550 -7.307735 -3.207529
H 2.043683 -5.447701 -3.937390
H 1.446205 -5.470228 -5.581246
H 4.301804 -5.701700 -4.944777
H 3.923875 -6.340474 -6.577296
H 4.861627 -8.154623 -4.292401
H 6.052050 -7.180197 -5.202427
H 5.878895 -9.234902 -8.032892
H 6.593965 -7.779921 -7.254720
H 4.961325 -7.694678 -7.952253
C 4.402918 -2.180757 1.115372
O 4.796877 -1.878237 2.480385
C 3.945112 -2.553154 3.365730
C 4.505882 -2.481250 4.771560
O 4.597342 -1.072278 5.131620
C 5.610208 -0.792016 6.030225
C 6.740523 -0.066747 5.262696
O 6.291286 1.262482 5.103495
C 6.983376 1.994360 4.118967
H 4.843331 -3.163292 0.934460
H 4.754889 -1.517345 0.397064
H 3.320410 -2.204607 0.947448
H 3.827730 -3.587892 3.081777
H 3.010697 -2.060910 3.349819
H 5.556436 -2.825025 4.842776
H 3.805125 -2.918233 5.502706
H 5.949144 -1.650791 6.577258
H 5.279419 -0.076239 6.775008
H 6.703725 -0.567034 4.265547
H 7.607862 -0.187260 5.887479
H 8.057762 1.927145 4.209949
H 6.562900 2.987614 4.151730
H 6.751048 1.531916 3.174428
C 6.217496 4.649114 1.591024
O 5.154527 4.739928 2.526141
C 3.814767 4.743760 2.016247
C 2.989619 4.885324 3.218660
O 3.030048 3.714248 3.952254
C 2.131251 3.785406 5.067196
C 2.145045 2.499007 5.764590
O 1.411954 1.697546 4.863989
C 1.312472 0.311865 5.164299
H 6.206938 5.471148 0.808302
H 6.151030 3.705653 1.072042
H 7.240286 4.784183 2.036136
H 3.743926 3.722531 1.547495
H 3.673603 5.488934 1.272037
H 1.951915 5.166906 2.935532
H 3.457896 5.667183 3.841696
H 1.124278 4.065835 4.772057
H 2.458544 4.631400 5.771854
H 1.809864 2.566190 6.799201
H 3.158576 2.146408 5.816639
H 0.775425 0.186537 6.112074
H 2.262936 -0.295573 5.210566
H 0.703599 -0.111973 4.377109
C -4.324104 10.106252 5.030538
O -4.389886 8.974151 4.208654
C -5.539659 8.137907 4.433568
C -5.300133 6.851182 3.672868
O -4.443352 6.033028 4.475649
C -3.879238 4.914676 3.792963
C -3.158550 4.083072 4.819432
O -2.381754 3.227966 4.047272
C -2.572710 1.870731 4.321376
H -5.231661 10.755318 4.826216
H -3.350880 10.652377 4.788680
H -4.298372 9.923406 6.173225
H -6.453472 8.644111 4.001073
H -5.706055 8.035356 5.524090
H -4.656428 7.117673 2.744627
H -6.202816 6.371433 3.457021
H -3.130808 5.308101 3.130498
H -4.542039 4.243794 3.232021
H -3.962486 3.626007 5.389797
H -2.494672 4.711388 5.379080
H -3.610798 1.573587 4.128540
H -2.227662 1.511449 5.315842
H -1.993651 1.324255 3.530502
C 0.808361 2.422547 1.562847
O 0.714979 3.795506 1.097026
C -0.393717 4.421351 1.555165
C -0.915077 5.564350 0.671400
O 0.007415 6.652473 0.566124
C 1.205658 6.334044 -0.285382
C 2.167585 7.470422 -0.413281
O 1.624194 8.485050 -1.208176
C 0.981920 9.542551 -0.518800
H 1.047337 2.278727 2.603419
H 1.564285 1.898699 0.976298
H -0.160844 1.895688 1.307534
H -0.084276 4.933315 2.506369
H -1.237637 3.653212 1.878720
H -1.725199 6.034740 1.161465
H -1.171837 5.214440 -0.286753
H 0.872075 6.115082 -1.307273
H 1.826412 5.468804 0.055443
H 3.119198 7.102719 -0.917732
H 2.529750 7.900884 0.524338
H 1.389027 9.681650 0.478503
H -0.132870 9.382754 -0.380027
H 1.186520 10.410250 -1.154061
C -0.944442 -3.138467 -1.887631
O -0.076750 -2.872312 -2.926845
C -0.803410 -2.868426 -4.165140
C 0.023949 -2.369793 -5.322609
O 0.708699 -1.162045 -5.163225
C 0.045418 -0.009371 -5.678511
C 0.971504 1.168478 -5.512700
O 1.053878 1.426473 -4.136243
C 1.728518 2.595892 -3.686965
H -1.219539 -4.198003 -1.914712
H -1.852588 -2.527230 -1.891451
H -0.468916 -2.918210 -0.919692
H -1.742984 -2.250476 -3.997575
H -1.044691 -3.914952 -4.327069
H -0.577224 -2.386983 -6.197588
H 0.834446 -3.110690 -5.390950
H -0.921699 0.204109 -5.151439
H -0.235653 -0.204334 -6.760589
H 0.630498 2.041603 -6.010198
H 1.970886 0.849596 -5.880680
H 1.369325 3.527472 -4.062362
H 2.747997 2.474036 -4.051093
H 1.676758 2.575449 -2.597937
C -4.303964 -1.826918 0.964378
O -4.766519 -0.464442 0.947539
C -3.682156 0.424691 0.663425
C -4.114599 1.903100 0.974827
O -5.131818 2.369089 0.144977
C -6.414338 1.927711 0.617787
C -7.402136 2.516182 -0.332465
O -8.714009 2.346475 0.219531
C -9.687462 3.084516 -0.582566
H -3.779003 -2.060826 0.091460
H -5.137773 -2.549155 1.143373
H -3.626778 -1.994831 1.770756
H -3.517124 0.276577 -0.432170
H -2.723465 0.124535 1.105842
H -3.244695 2.530249 0.951174
H -4.354509 1.925925 2.061953
H -6.638413 2.305004 1.623748
H -6.513253 0.844001 0.629273
H -7.318511 2.069453 -1.355301
H -7.223531 3.578302 -0.468862
H -10.675448 2.779093 -0.279022
H -9.616518 2.791846 -1.619854
H -9.496380 4.203265 -0.608231
C -3.282906 -4.899536 0.061025
O -3.038342 -5.641142 -1.086022
C -4.177849 -5.817960 -1.915586
C -4.684002 -4.522329 -2.499007
O -3.809011 -3.992552 -3.422099
C -4.351920 -2.854393 -4.095168
C -4.675871 -1.719220 -3.067376
O -6.042727 -1.870254 -2.785242
C -6.427937 -1.105264 -1.675339
H -3.627581 -3.881785 -0.134609
H -2.439050 -4.936226 0.730418
H -4.151464 -5.421805 0.600698
H -5.077643 -6.293662 -1.470557
H -3.914831 -6.512315 -2.726724
H -4.980544 -3.820384 -1.769210
H -5.570275 -4.704341 -3.108262
H -5.319599 -3.093726 -4.601592
H -3.589808 -2.611685 -4.858084
H -4.523202 -0.680599 -3.478636
H -3.952486 -1.854197 -2.213142
H -7.437569 -1.401590 -1.434648
H -6.320948 -0.014813 -1.856869
H -5.885494 -1.474394 -0.816027
C -1.011862 4.198135 -8.045832
O -1.541466 4.021484 -6.755829
C -2.781103 3.321320 -6.664706
C -3.221248 3.462428 -5.237708
O -2.165584 2.916926 -4.521544
C -2.238110 3.081665 -3.069547
C -3.014792 2.037136 -2.380239
O -2.517697 0.756948 -2.655521
C -1.232951 0.597615 -2.117938
H -0.767001 3.223258 -8.475392
H -0.139091 4.841638 -7.872122
H -1.629079 4.837281 -8.752384
H -2.573271 2.251826 -6.920080
H -3.543562 3.733955 -7.309248
H -4.124450 2.910530 -4.978217
H -3.428173 4.512646 -5.080654
H -2.666328 4.094745 -2.813573
H -1.204123 3.002573 -2.828703
H -4.039145 2.062179 -2.743656
H -2.966240 2.142536 -1.265941
H -1.281976 0.852204 -1.032785
H -0.484753 1.148086 -2.663310
H -1.049413 -0.458676 -2.208895
C 5.746291 -0.186014 -4.408093
O 4.435183 -0.659930 -4.486584
C 4.512075 -2.063985 -4.677806
C 4.852466 -2.924718 -3.468301
O 3.603293 -3.227144 -2.755497
C 3.744686 -4.127272 -1.609673
C 2.442238 -4.368787 -0.941600
O 2.570721 -5.600779 -0.221991
C 1.527833 -5.708458 0.745451
H 6.131964 -0.227739 -3.407103
H 5.720663 0.915239 -4.638869
H 6.382221 -0.703729 -5.117795
H 5.257738 -2.240249 -5.476940
H 3.561281 -2.394071 -5.132452
H 5.551992 -2.417010 -2.795495
H 5.371266 -3.811691 -3.859053
H 4.461475 -3.722198 -0.893447
H 4.072276 -5.104101 -2.020553
H 1.528150 -4.443906 -1.640979
H 2.189062 -3.515324 -0.262944
H 1.409415 -6.674430 1.153379
H 0.520202 -5.446177 0.298684
H 1.661314 -5.047439 1.568358
C 2.682808 -5.781837 6.439850
O 1.856011 -4.775205 5.820962
C 1.238908 -3.887499 6.739470
C 0.158613 -3.233127 5.967004
O -0.998855 -3.960861 5.808923
C -1.086735 -4.582159 4.522741
C -1.914814 -3.825325 3.482957
O -3.297175 -3.716725 3.940497
C -3.525992 -2.692763 4.808625
H 2.885758 -6.617013 5.755526
H 2.208416 -6.228738 7.328462
H 3.635140 -5.402574 6.802940
H 2.016562 -3.222195 7.024070
H 0.900692 -4.486804 7.627504
H 0.572932 -2.947917 4.946969
H -0.132284 -2.282128 6.427246
H -1.562162 -5.486245 4.736293
H -0.081907 -4.885180 4.019496
H -2.008187 -4.417897 2.548138
H -1.535907 -2.817341 3.291659
H -4.622331 -2.560573 4.988830
H -3.187735 -1.718894 4.470927
H -3.099786 -2.853841 5.807217

Atomic forces in eV per Å
-0.2 0.0 0.1
-0.1 0.0 -0.2
0.0 0.0 -0.5
0.3 -1.2 2.9
0.5 0.3 -2.2
-0.8 0.4 0.2
0.1 0.2 -0.5
-0.7 0.1 0.2
1.9 -0.4 -0.6
-0.5 0.0 0.6
-0.8 0.3 -0.3
-0.2 -0.1 0.1
-0.5 -1.6 1.3
-0.9 -0.4 -0.1
-0.4 0.5 0.5
0.4 -0.4 -0.3
1.4 0.9 -0.3
-0.4 0.5 -0.6
0.7 -0.1 -0.3
-0.3 -0.5 1.8
1.6 0.5 0.0
0.3 0.8 -0.2
0.1 0.2 -0.2
0.3 0.9 -1.2
-0.5 0.0 -0.1
0.3 -0.4 0.1
0.7 0.3 0.2
0.1 -0.6 0.0
-0.5 -0.4 0.0
0.1 -0.2 0.9
0.0 0.0 -0.2
-0.7 -0.4 -0.2
-0.3 0.2 0.2
-0.6 -0.4 -0.3
-0.4 0.6 -1.0
-0.2 -1.6 1.6
-0.1 0.6 -1.2
1.1 -0.1 0.8
0.4 1.4 0.2
-1.3 -0.7 -0.5
0.9 1.5 -0.2
-2.2 -1.1 -0.1
0.2 -0.1 0.9
-0.5 -0.6 -0.2
-0.3 -0.2 -0.3
1.2 1.6 -0.8
0.0 -0.1 0.6
-0.1 -0.6 -0.1
-1.5 0.4 0.0
-0.7 -0.6 -0.2
0.5 -0.5 -0.4
0.3 -0.7 0.1
-0.4 0.2 0.2
1.0 0.2 0.5
1.1 0.3 -0.3
0.4 0.4 0.4
0.3 0.4 -0.1
0.0 0.0 -0.9
0.3 1.2 -1.0
1.1 0.9 0.4
2.3 -2.6 -0.4
-0.9 1.4 0.1
-1.1 -1.0 1.0
1.4 2.7 0.8
0.0 -0.6 -0.6
0.0 -1.2 0.4
-0.2 -0.4 0.5
-0.4 -0.7 0.7
0.2 -0.4 -0.2
-1.2 -0.4 0.3
-0.7 0.9 0.1
-0.2 0.9 -0.6
0.4 -0.1 0.3
-0.4 0.2 -0.3
-0.3 -0.2 -0.4
-0.1 -1.0 -0.8
-0.7 -0.2 0.0
0.9 -0.3 0.1
0.1 0.0 0.1
-0.5 1.0 0.0
0.0 -0.1 -0.1
0.1 1.2 0.8
-0.2 -0.6 0.5
-0.2 1.3 -0.6
3.5 1.1 0.1
-1.0 -0.7 -0.2
0.2 1.1 0.6
-0.8 0.8 -0.9
0.5 -1.1 0.2
0.7 -1.4 -1.2
1.0 -0.3 0.3
-1.5 -0.6 0.2
-0.1 -0.2 -1.7
0.7 -0.3 0.4
0.1 -0.4 -0.5
-1.5 -0.3 1.0
-1.4 -0.9 -0.6
0.4 0.1 -0.8
-0.5 0.4 0.1
0.4 -0.5 0.6
0.1 0.3 0.8
-0.1 0.0 0.4
-0.2 0.5 -0.4
-0.2 0.3 0.8
-0.9 -0.1 -1.6
1.4 -2.4 -0.9
-2.3 0.7 2.6
2.0 -0.1 0.9
2.3 -0.7 -1.1
-0.4 -0.7 0.8
0.7 0.2 -0.4
0.0 0.5 -0.2
-0.9 -0.1 -0.4
-0.1 0.5 0.5
0.1 0.4 -0.1
0.8 0.5 0.5
-0.7 -0.3 -0.2
1.3 1.6 -0.9
-1.2 0.1 0.5
-0.5 -0.5 -1.5
-0.2 -0.1 0.2
-1.1 0.4 0.2
-1.2 0.2 0.3
-0.3 -0.2 0.4
0.3 0.1 0.2
1.2 0.1 -0.4
-0.4 0.1 0.4
-0.3 -0.7 1.6
0.7 1.3 -1.2
-0.9 0.9 1.2
1.4 -1.2 1.3
-0.2 1.0 0.1
-1.2 -0.3 -0.6
1.0 -1.0 0.3
-0.7 0.2 0.9
0.8 -1.5 -0.4
-0.3 0.1 0.1
-0.1 0.0 -0.3
0.2 -0.1 -0.4
1.0 -0.6 -0.3
-0.5 0.0 -0.5
-0.5 0.0 -1.1
-0.2 0.0 -0.4
0.7 -0.2 -0.1
0.5 0.4 0.9
-0.5 0.8 -0.8
-0.3 0.4 -0.1
-0.8 0.6 -0.4
0.5 0.4 0.4
0.1 0.1 -0.1
-1.7 0.6 1.4
0.6 -0.9 0.9
-0.6 0.4 -1.6
0.8 -2.2 1.1
-0.5 -0.3 0.7
-0.1 0.3 -0.3
-1.1 0.1 -0.6
-0.5 0.9 -1.2
1.4 0.1 0.2
0.6 -0.2 -1.7
0.3 0.9 -0.4
0.7 0.0 0.9
0.1 0.5 0.4
-0.4 0.2 0.6
0.5 0.5 -0.7
-0.5 0.0 -0.5
0.3 0.0 0.0
0.2 0.0 0.0
-0.2 0.0 0.7
0.3 0.4 0.1
-0.2 0.3 0.5
0.2 -0.3 -0.5
-0.3 -1.2 0.6
-2.4 -1.0 1.1
-0.1 -0.7 -0.8
-0.5 0.0 -0.4
-0.8 -1.2 -1.3
1.2 0.9 -0.9
0.1 0.3 0.3
0.9 0.2 -1.5
0.1 -0.1 0.1
-0.2 -0.3 0.2
0.4 -0.1 0.0
0.4 0.1 -0.2
1.0 0.8 -0.2
0.6 0.2 0.7
0.1 0.3 0.3
-0.2 0.9 1.2
-0.7 -0.6 0.5
0.6 -0.1 0.3
-0.5 0.2 0.4
0.2 -0.9 0.3
-1.0 0.2 -0.3
-0.6 0.4 -0.3
0.0 -0.5 0.3
0.5 0.6 0.3
-0.2 1.1 -0.1
-0.8 0.4 -0.1
0.8 -0.8 -0.3
0.0 -0.8 -0.3
0.2 0.2 2.1
-0.1 1.7 -1.6
-0.5 -0.7 0.6
-0.5 -0.2 -0.6
-0.5 -0.6 1.0
0.1 0.2 -0.3
0.2 -0.6 -0.2
0.1 -1.0 0.7
-0.4 0.6 0.1
-0.2 0.2 -0.6
-0.5 -0.1 -0.5
0.3 0.6 0.6
0.6 -0.8 -0.2
0.8 0.4 0.7
-0.3 -0.1 0.3
-0.3 0.6 -0.8
0.5 0.0 -0.5
0.3 0.2 0.1
0.5 -0.4 0.1
0.3 2.5 -0.1
-0.2 -1.1 -0.1
-0.5 -0.3 -0.9
-0.8 0.1 0.5
0.9 -0.3 0.2
0.8 -0.1 -2.1
-2.4 0.3 0.2
-0.5 0.4 0.5
-1.3 1.0 -1.5
0.3 -0.4 0.5
0.1 -1.0 0.0
0.3 0.1 -0.2
-0.1 -0.1 0.4
0.1 0.1 0.5
-0.1 0.1 0.0
-0.4 -0.3 0.3
0.1 -0.2 -0.3
0.2 0.4 0.4
1.5 0.1 0.5
0.2 -0.7 -0.3
0.4 -1.4 0.0
0.9 -0.2 0.2
0.4 0.9 0.7
-0.6 0.0 0.1
0.9 -1.8 0.0
0.2 -2.0 0.1
0.3 2.5 -1.0
-0.1 -0.9 -1.1
1.4 0.1 -1.3
-1.3 -0.2 0.9
1.0 -1.0 -1.5
-1.4 1.2 2.0
-0.2 0.5 -0.2
-0.3 0.2 -0.2
0.2 0.4 -0.2
0.4 1.2 0.7
-0.1 0.7 -0.6
-0.2 -0.2 1.1
0.2 0.0 0.2
-1.0 -1.6 0.0
-1.2 0.8 1.2
0.5 0.4 0.7
0.1 -0.1 -0.2
0.7 -0.4 -0.4
0.4 0.3 -0.4
0.1 -0.1 -0.2

Calculated values
* charge: 0
* orbital gap: 9.380 eV
* lowest unoccupied orbital energy: 0.177 eV